1.
{
  "formula": "C8H14OSi",
  "method": "the ωB97M-V functional and the def2-TZVPD basis",
  "largest_force_ev_per_a": 4.8,
  "e_lumo_ev": 0.83,
  "e_homo_ev": -8.5,
  "spin_multiplicity": 1,
  "e_tot_ev": -18446.6859,
  "gap_ev": 9.366,
  "smiles": "C#C/C=C(/C)O[Si](C)(C)C",
  "elements": ["C", "C", "C", "C", "C", "O", "Si", "C", "C", "C", "H", "H", "H", "H", "H", "H", "H", "H", "H", "H", "H", "H", "H", "H"],
  "positions_angstrom": [[1.9552, 1.2976, -2.1188], [1.2177, 1.8639, -1.3488], [0.1447, 2.3401, -0.4966], [-0.4798, 1.6354, 0.4713], [-1.6645, 2.2432, 1.2023], [-0.2245, 0.4100, 0.8563], [0.1446, -1.0530, 0.2197], [-0.2491, -1.2957, -1.6809], [-1.0825, -2.1217, 1.1560], [1.9303, -1.4759, 0.7078], [2.7923, 0.9856, -2.7670], [-0.3412, 3.3277, -0.7399], [-2.3888, 1.4588, 1.4026], [-1.5809, 2.7246, 2.2857], [-2.1826, 2.9737, 0.5500], [0.2898, -2.1063, -2.0214], [-1.2680, -1.1872, -1.7980], [0.3164, -0.4598, -2.0553], [-2.0654, -1.6988, 0.9039], [-1.1049, -3.1944, 0.9393], [-0.9868, -2.0757, 2.1550], [2.1965, -2.4791, 0.1712], [2.5008, -0.7178, 0.1926], [2.1306, -1.3952, 1.8128]],
  "atomic_forces_ev_per_a": [[1.45, 0.35, -0.55], [-1.03, -0.32, 0.47], [-0.29, 0.74, -0.69], [-0.57, 1.85, 0.02], [-0.84, 1.03, 1.40], [0.40, 0.00, 0.43], [0.06, -2.54, -0.46], [2.38, 2.55, 3.32], [-0.59, -0.25, -3.36], [-0.47, -0.98, -0.86], [-1.16, 0.22, 0.80], [0.94, -1.13, 0.28], [-0.09, -0.30, -0.20], [0.69, -0.87, -2.35], [0.43, -0.22, 0.47], [0.38, -2.28, -0.80], [-2.06, -0.22, -0.77], [-0.29, 0.59, -0.71], [0.02, -0.23, 0.04], [0.10, 0.17, -0.43], [0.47, 0.49, 3.72], [-0.31, 1.57, 1.48], [0.59, 0.30, -0.05], [-0.18, -0.50, -1.21]]
}

---

2.
{
  "formula": "C8H14S2",
  "method": "the ωB97M-V functional and the def2-TZVPD basis",
  "largest_force_ev_per_a": 9.6,
  "e_lumo_ev": -0.15,
  "e_homo_ev": -8.5,
  "spin_multiplicity": 1,
  "e_tot_ev": -30188.6313,
  "gap_ev": 8.318,
  "smiles": "CC1(C)CSC(=S)C1(C)C",
  "elements": ["C", "C", "C", "C", "S", "C", "S", "C", "C", "C", "H", "H", "H", "H", "H", "H", "H", "H", "H", "H", "H", "H", "H", "H"],
  "positions_angstrom": [[0.2626, 0.8109, 1.7193], [0.4649, 0.4988, 0.2243], [1.7091, -0.0127, -0.0370], [0.1479, 1.8242, -0.3617], [-1.5700, 2.0901, -0.3456], [-1.7936, 0.3182, -0.3068], [-3.2402, -0.2308, 0.2110], [-0.5433, -0.5916, -0.3457], [-0.1569, -0.7967, -1.8364], [-0.6086, -1.8155, 0.6241], [-0.8401, 1.1302, 2.1035], [1.0787, 1.6227, 2.0659], [0.2921, -0.2453, 2.1120], [1.6672, -1.2817, -0.1171], [1.8502, 0.2384, -1.2114], [2.7507, 0.3787, 0.5194], [0.6646, 2.7228, 0.0945], [0.5364, 2.0341, -1.3907], [0.8981, -1.2811, -2.0464], [-0.4642, 0.2596, -2.3315], [-0.9248, -1.6120, -2.0899], [-0.5245, -1.3195, 1.8055], [0.1770, -2.5857, 0.3635], [-1.8333, -2.1562, 0.5772]],
  "atomic_forces_ev_per_a": [[-0.94, -0.25, 2.21], [-4.24, 1.88, 2.76], [8.19, -3.39, -3.73], [2.59, 3.43, -2.50], [-0.98, -1.63, -0.46], [-1.78, -0.47, 1.37], [-0.15, 0.10, -0.58], [0.69, 2.47, 0.76], [-1.69, -0.94, -0.52], [-3.10, 1.03, 1.46], [2.60, -0.31, -1.36], [-1.87, -2.29, -0.47], [1.25, 1.93, 0.98], [0.74, 3.67, 0.85], [0.52, -0.55, 2.68], [-3.09, -1.03, -1.21], [-0.55, -1.19, 0.40], [-0.32, -0.93, 0.25], [-2.27, 1.44, 0.35], [1.23, -2.82, 0.43], [0.98, 1.30, -0.56], [-0.36, -2.47, -3.69], [-1.22, 0.71, 0.59], [3.77, 0.33, 0.01]]
}

---

3.
{
  "formula": "C8H15BF2IrN2O6P2",
  "method": "the ωB97M-V functional and the def2-TZVPD basis",
  "largest_force_ev_per_a": 2.1,
  "e_lumo_ev": [-8.48, -10.86],
  "s_squared": 0.83,
  "e_homo_ev": [-16.1, -16.1],
  "spin_multiplicity": 2,
  "e_tot_ev": -51321.1386,
  "gap_ev": [7.657, 5.236],
  "charge": 2,
  "elements": ["Ir", "N", "C", "C", "P", "O", "O", "O", "P", "O", "O", "O", "H", "H", "H", "H", "H", "H", "H", "H", "F", "B", "F", "N", "C", "C", "C", "C", "C", "C", "H", "H", "H", "H", "H", "H", "H"],
  "positions_angstrom": [[0.9718, -0.7503, 0.5541], [-0.9951, 0.8615, 4.1963], [-0.8283, 0.9841, 2.6949], [-1.8147, 2.0564, 2.2137], [-1.3685, -0.6207, 1.9393], [-0.1700, -1.6610, 2.4113], [-2.7147, -0.9613, 2.3703], [-0.9922, -0.5604, 0.4179], [0.9080, 1.6110, 2.4170], [1.7425, 0.3942, 3.0973], [1.0750, 2.8689, 3.1440], [1.0632, 1.4439, 0.9247], [-1.9486, 0.5673, 4.4374], [-0.8055, 1.7781, 4.6224], [-0.3325, 0.1899, 4.5948], [-2.8418, 1.7853, 2.4625], [-1.7471, 2.1644, 1.1324], [-1.5630, 3.0201, 2.6581], [-0.4812, -2.5749, 2.5394], [2.5291, 0.7080, 3.5704], [1.6116, -2.2173, -1.9195], [1.5566, -2.3501, -0.5920], [1.9895, -3.4803, -0.0794], [0.6747, 0.5277, -1.4173], [0.4750, -0.0316, -2.6923], [1.5256, -0.0448, -3.6476], [1.3451, -0.6352, -4.9533], [0.1565, -1.1944, -5.2953], [-0.8885, -1.1737, -4.3361], [-0.7156, -0.5912, -3.0393], [1.4639, 1.1536, -1.2827], [-0.1590, 0.8106, -0.9083], [2.4890, 0.3913, -3.4066], [2.1750, -0.6178, -5.6464], [0.0087, -1.6391, -6.2698], [-1.8533, -1.6050, -4.5735], [-1.5412, -0.6073, -2.3386]],
  "atomic_forces_ev_per_a": [[0.03, 0.51, -1.93], [-0.12, -0.06, 0.02], [-0.01, -0.13, 0.11], [-0.03, -0.03, -0.02], [-0.15, 0.26, 0.48], [0.33, 0.28, -0.20], [0.13, -0.14, -0.03], [0.11, -0.06, -0.16], [-0.28, 0.12, 0.77], [0.13, 0.00, 0.05], [-0.11, -0.10, -0.07], [0.01, 0.05, -0.21], [0.00, 0.02, 0.01], [0.03, 0.00, -0.02], [0.02, 0.02, 0.01], [0.00, 0.00, 0.00], [0.01, 0.02, 0.00], [0.02, 0.00, 0.00], [0.16, -0.06, -0.10], [-0.04, 0.00, 0.07], [0.14, -0.10, 0.11], [-0.71, -0.67, 0.68], [0.03, 0.07, -0.06], [0.76, -1.15, 0.43], [-0.14, 0.32, 0.74], [0.62, -0.54, -1.90], [0.86, 0.83, 1.28], [0.10, 0.05, 0.01], [-0.29, 0.68, 1.90], [-1.23, -0.90, -1.39], [-0.24, 0.32, -0.20], [-0.08, 0.41, -0.38], [-0.02, -0.01, 0.01], [0.03, 0.03, 0.06], [-0.07, -0.02, 0.01], [0.02, -0.01, -0.02], [-0.01, -0.02, -0.05]]
}

---

The following energy above the lowest of the compared OMol25 structures with the same formula, charge and spin values (in kcal per mole) correspond, in order, to the records above: 3.6, 78.6, 32.8.